Density functional theory data (ωB97M-V with the def2-TZVPD basis set) for a 14-piece molecular cluster, C5H39NO14S overall at a distorted geometry.

Element x y z (Å)
C  0.2890  1.9631  -2.2507
N  -0.4896  0.8791  -1.5462
C  0.3288  -0.2479  -1.0203
C  -0.4895  -1.3667  -0.3399
C  -1.8650  -0.9274  0.2383
S  -3.1364  -2.0689  0.7359
C  1.3450  -0.8768  -2.0232
O  2.6214  -0.2498  -1.7311
H  -0.3791  2.5240  -2.7436
H  0.6967  2.6022  -1.4712
H  1.1891  1.6515  -2.8749
H  -1.0959  0.6732  -2.2227
H  0.8796  0.1587  -0.0756
H  -0.6548  -2.1658  -1.0022
H  -0.0518  -1.9974  0.4125
H  -1.7276  -0.5160  1.1459
H  -2.2766  -0.3285  -0.5190
H  -3.1397  -2.9922  -0.2215
H  1.4129  -1.9318  -1.7615
H  0.9208  -0.5931  -3.0448
H  2.5247  0.3317  -0.9039
H  3.1594  2.6678  0.6071
H  4.4765  2.4908  -0.3507
O  3.6532  2.0051  0.0144
H  2.6638  -1.9776  1.1142
H  2.4087  -1.1379  2.5084
O  2.6856  -1.2570  1.5700
H  2.8009  1.4159  1.8352
H  1.5439  0.9558  2.4718
O  2.0073  1.7923  2.1227
H  -2.3229  2.4906  3.2148
H  -2.3031  0.9718  2.8032
O  -2.9053  1.8040  3.1073
H  -1.0481  -2.3242  2.8056
H  -0.8974  -2.8911  4.2558
O  -0.4635  -2.7587  3.3784
H  -4.0293  2.0387  0.8525
H  -4.9899  0.8252  0.4624
O  -4.3604  1.4760  0.0696
H  4.5527  -0.1277  -1.7014
H  4.9107  0.1571  -0.2304
O  5.1298  -0.1960  -1.0798
H  -0.5134  -3.2282  -2.8515
H  -0.1749  -4.2587  -1.6850
O  -0.6332  -3.8750  -2.2684
H  -3.2092  0.4380  -2.3379
H  -3.3768  0.7971  -3.6854
O  -3.1969  0.0822  -3.1741
H  -0.5481  1.0591  0.7923
H  -1.7576  1.5592  0.2123
O  -1.2835  1.4825  1.1127
H  0.5352  3.4199  3.0552
H  0.1916  3.0934  1.6780
O  -0.0645  3.8378  2.4295
H  0.6525  -1.4616  3.4890
H  2.0376  -0.9107  4.2881
O  1.3343  -0.7328  3.7182
H  -1.8600  -1.3139  -3.2697
H  -0.7855  -1.3185  -4.5027
O  -0.9222  -1.6120  -3.6120

Summary:
DFT total energy = -46802.43677 eV
HOMO-LUMO gap = 9.2 eV
charge = 0
relative energy (zero: lowest compared OMol25 entry of this formula, charge and spin) = 762.4 kJ/mol
HOMO energy = -0.3400 Ha



Density functional theory data (ωB97M-V with the def2-TZVPD basis set) for one molecule with the formula C13H19NO at a distorted geometry.

Element x y z (Å)
C  -2.6355  0.7408  1.7224
C  -1.8206  -0.3173  0.9960
C  -2.6846  -1.4255  0.4300
C  -3.1323  -0.8893  -0.9400
C  -1.8856  0.0765  -1.3862
C  -0.2557  1.4695  -0.1305
C  1.0990  1.4081  -0.9414
C  2.2094  0.5254  -0.3059
C  3.3689  1.1250  0.0883
C  4.4488  0.3156  0.4281
C  4.3799  -1.0986  0.5115
C  3.1851  -1.7540  0.1014
C  2.0794  -0.9082  -0.3485
H  -3.5256  1.0000  1.0686
H  -3.1040  0.3436  2.6414
H  -1.9768  1.5995  1.7718
H  -1.0771  -0.6259  1.7052
H  -2.1765  -2.3616  0.2775
H  -3.5354  -1.6068  1.1765
H  -3.3903  -1.6852  -1.6887
H  -4.0400  -0.2776  -0.8209
H  -2.4492  1.0578  -1.5155
H  -1.4086  -0.2216  -2.3197
H  -0.9181  2.2786  -0.5686
H  -0.0583  1.6490  0.8892
H  0.8182  0.9417  -1.9030
H  1.5152  2.3992  -1.0723
H  3.5856  2.1272  -0.0683
H  5.3335  0.9330  0.6080
H  5.1595  -1.7973  0.8586
H  2.9610  -2.7846  0.0246
H  0.0974  -0.8895  -0.5105
N  -1.0511  0.2026  -0.1937
O  0.8845  -1.5500  -0.5850

Summary:
DFT total energy = -17325.68999 eV
structure (SMILES) = C[C@H]1CCCN1CCc1ccccc1O
HOMO-LUMO gap = 8.6 eV
charge = 0
relative energy (zero: lowest compared OMol25 entry of this formula, charge and spin) = 218.5 kJ/mol
HOMO energy = -0.2851 Ha



Density functional theory data (ωB97M-V with the def2-TZVPD basis set) for a 8-piece molecular cluster, C22H44N15O9 overall at a distorted geometry.

Element x y z (Å)
O  2.4977  -4.0821  2.0425
C  1.6898  -3.2404  1.9937
O  0.5344  -3.2667  2.6632
C  1.9618  -1.9575  1.2736
C  2.9438  -1.9360  0.2858
C  3.1617  -0.7537  -0.3844
N  2.4123  0.3313  -0.0821
C  1.4459  0.3624  0.8621
C  0.6933  1.6501  1.0081
C  -0.5625  1.6286  1.8746
C  -1.8824  1.3562  1.1143
C  -2.0824  -0.1101  0.8484
C  -2.8341  -0.9068  1.7288
C  -2.9456  -2.2907  1.5317
C  -2.3024  -2.9046  0.4509
C  -1.5509  -2.1209  -0.4405
C  -1.4623  -0.7354  -0.2414
C  1.2352  -0.8173  1.5771
H  -0.2180  -3.0725  2.0700
H  3.5361  -2.7992  0.0455
H  3.9147  -0.6419  -1.1428
H  2.5911  1.1831  -0.5959
H  0.4451  1.9777  0.0031
H  1.3895  2.3795  1.4153
H  -0.6409  2.6075  2.3238
H  -0.4743  0.9199  2.6880
H  -2.6859  1.7167  1.7392
H  -1.8759  1.9171  0.1881
H  -3.3276  -0.4649  2.5781
H  -3.5205  -2.8846  2.2239
H  -2.3925  -3.9662  0.2910
H  -1.0341  -2.5826  -1.2553
H  -0.8965  -0.1518  -0.9535
H  0.4790  -0.8597  2.3339
C  -6.4416  -2.7991  3.0349
O  -5.4256  -3.0351  3.6702
N  -6.3820  -2.3147  1.7574
N  -7.6908  -2.9982  3.5449
H  -7.1799  -2.1038  1.1900
H  -5.4559  -2.1713  1.4053
H  -7.7531  -3.3516  4.4810
H  -8.5330  -2.8062  3.0378
C  0.2897  -2.7224  -4.2853
O  -0.4861  -2.3870  -3.3995
N  -0.0974  -3.4105  -5.3918
N  1.6162  -2.4204  -4.1812
H  0.5351  -3.6943  -6.1156
H  -1.0692  -3.6448  -5.4721
H  1.9049  -1.9352  -3.3566
H  2.3132  -2.6793  -4.8553
C  -0.3022  5.4057  0.7727
O  -1.1385  4.5240  0.9699
N  0.3941  5.9724  1.8008
N  -0.0295  5.8630  -0.4727
H  1.0699  6.7013  1.6717
H  0.1858  5.6606  2.7307
H  -0.5456  5.4693  -1.2459
H  0.6448  6.5797  -0.6638
C  -1.1210  4.0459  -3.9988
O  -0.8083  4.9914  -3.2892
N  -0.4225  2.8697  -3.9948
N  -2.1831  4.0990  -4.8467
H  -0.6563  2.0835  -4.5709
H  0.3782  2.8186  -3.3967
H  -2.7075  4.9538  -4.8741
H  -2.4554  3.3410  -5.4430
C  6.2376  -0.6454  2.1423
O  6.1406  -0.0330  1.0875
N  7.4257  -0.8457  2.7753
N  5.1300  -1.1712  2.7467
H  7.5150  -1.3419  3.6417
H  8.2458  -0.4552  2.3500
H  4.2697  -1.0052  2.2661
H  5.1276  -1.6859  3.6073
C  5.7138  -3.8164  -2.1490
O  5.1477  -3.2069  -3.0458
N  5.4943  -5.1460  -1.9258
N  6.6013  -3.2173  -1.3049
H  5.9522  -5.6695  -1.2043
H  4.8556  -5.6168  -2.5385
H  6.7847  -2.2409  -1.4411
H  7.0773  -3.7029  -0.5691
C  -5.0381  4.0695  0.8453
O  -6.1521  3.7992  1.2538
N  -4.5979  3.6810  -0.3968
N  -4.1196  4.7682  1.5734
H  -3.6828  3.8967  -0.7453
H  -5.2400  3.1693  -0.9707
H  -4.3876  5.0660  2.4918
H  -3.1905  4.9604  1.2379

Summary:
DFT total energy = -64309.72892 eV
HOMO-LUMO gap = 6.9 eV
charge = +1
HOMO energy = -0.4063 Ha



Density functional theory data (ωB97M-V with the def2-TZVPD basis set) for C27H34N6O4PtSTe as an isolated structure.

Element x y z (Å)
Pt  0.2997  -1.3397  0.9410
C  -2.7242  0.4358  -0.2867
C  -3.0373  -0.9005  0.3158
C  -4.3567  -1.2211  0.6364
C  -4.6540  -2.4653  1.1519
C  -3.6270  -3.3843  1.3157
C  -2.3372  -3.0057  0.9882
N  -2.0468  -1.7752  0.5205
C  -1.1992  -3.9227  1.2132
C  -1.2992  -5.3033  1.1272
C  -0.1836  -6.0720  1.4233
C  0.9757  -5.4554  1.8686
C  1.0039  -4.0709  1.9545
N  -0.0494  -3.3380  1.5715
C  2.1281  -3.2979  2.5212
C  2.9589  -3.8477  3.4823
C  3.9457  -3.0524  4.0456
C  4.0697  -1.7444  3.6234
C  3.1949  -1.2450  2.6601
C  3.2989  0.1760  2.2041
N  2.2393  -2.0144  2.1307
H  -3.3393  0.6018  -1.1721
H  -1.6774  0.5004  -0.5695
H  -2.9628  1.2313  0.4217
H  -5.1305  -0.4823  0.4784
H  -5.6682  -2.7168  1.4305
H  -3.8186  -4.3665  1.7232
H  -2.2233  -5.7707  0.8194
H  -0.2257  -7.1491  1.3372
H  1.8469  -6.0373  2.1318
H  2.8108  -4.8655  3.8130
H  4.5960  -3.4493  4.8131
H  4.8301  -1.0984  4.0390
H  4.2921  0.5726  2.4017
H  2.5784  0.7943  2.7446
H  3.0838  0.2481  1.1402
C  2.3520  -1.8284  -2.5963
Te  0.4771  -2.3085  -1.6688
C  -0.6671  -0.9528  -2.8507
H  2.6831  -2.6889  -3.1717
H  3.0972  -1.6024  -1.8380
H  2.2005  -0.9755  -3.2527
H  -0.5859  -1.2871  -3.8827
H  -0.3185  0.0720  -2.7514
H  -1.7010  -1.0350  -2.5255
C  -2.3073  4.5919  -4.5938
C  -0.9885  5.1361  -4.0730
S  -0.1679  3.9689  -2.9684
O  1.2333  3.8954  -3.3101
O  -0.8764  2.7001  -2.9209
C  -0.2704  4.6858  -1.2961
C  0.8649  4.1939  -0.3843
N  0.5430  2.9441  0.3219
C  0.9553  1.6967  0.0048
N  0.4144  0.8098  0.8410
C  -0.3545  1.4942  1.7316
C  -0.2827  2.8170  1.4262
N  -0.9938  3.8812  2.0800
O  -1.6582  3.5521  3.0385
O  -0.8978  5.0049  1.6221
C  1.9293  1.3461  -1.0537
H  -2.8024  5.3498  -5.1982
H  -2.9695  4.3180  -3.7738
H  -2.1466  3.7109  -5.2116
H  -1.1220  6.0462  -3.4881
H  -0.2615  5.3132  -4.8640
H  -1.2508  4.4269  -0.9020
H  -0.1957  5.7657  -1.4142
H  1.0641  4.9601  0.3545
H  1.7636  4.0253  -0.9762
H  -0.8937  1.0337  2.5419
H  2.8691  1.8834  -0.9134
H  1.5589  1.6106  -2.0371
H  2.1141  0.2761  -1.0064

Summary:
DFT total energy = -67040.77620 eV
HOMO-LUMO gap (alpha / beta) = 7.6 / 7.2 eV
charge = +2
relative energy (zero: lowest compared OMol25 entry of this formula, charge and spin) = 0.0 kJ/mol
HOMO energy (alpha / beta) = -0.4872 / -0.5286 Ha
2S+1 = 3



Density functional theory data (ωB97M-V with the def2-TZVPD basis set) for a 2-piece molecular cluster, C3H9N3 overall at a distorted geometry.

Element x y z (Å)
C  2.1657  -1.2095  2.0679
C  0.8709  -0.7615  2.0746
N  0.3833  0.2686  1.2164
H  2.9611  -0.7098  1.4419
H  2.4693  -2.0457  2.6187
H  -0.0025  -1.3143  2.5972
H  1.1526  0.9917  1.1807
H  -0.5016  0.6940  1.5282
N  -0.1684  -0.1469  -1.5096
C  -1.2168  0.5386  -2.1544
N  -2.2762  1.1264  -1.6892
H  0.4080  -0.6752  -2.1996
H  0.1029  -0.1465  -0.3732
H  -0.9848  0.9515  -3.0532
H  -2.0951  2.1113  -1.7925

Summary:
DFT total energy = -7722.80814 eV
HOMO-LUMO gap (alpha / beta) = 3.0 / 8.4 eV
charge = -1
relative energy (zero: lowest compared OMol25 entry of this formula, charge and spin) = 308.8 kJ/mol
HOMO energy (alpha / beta) = 0.0430 / -0.1617 Ha
2S+1 = 2



Density functional theory data (ωB97M-V with the def2-TZVPD basis set) for one molecule with the formula C2H4N2O.

Element x y z (Å)
N  0.4101  -1.0190  0.9813
C  0.9422  -0.4639  -0.0675
N  0.5050  0.6529  -0.6385
C  -0.8894  0.8334  -0.3102
O  -1.5067  0.0495  0.5032
H  0.6699  -2.0028  1.0340
H  1.7531  -0.9185  -0.6461
H  -0.5128  1.6898  0.3838
H  -1.3714  1.1787  -1.2400

Summary:
DFT total energy = -7161.34249 eV
HOMO-LUMO gap (alpha / beta) = 7.6 / 7.6 eV
charge = 0
relative energy (zero: lowest compared OMol25 entry of this formula, charge and spin) = 495.7 kJ/mol
HOMO energy (alpha / beta) = -0.3477 / -0.3434 Ha